The following is a quantum chemistry calculation of a 2-piece molecular cluster, C5H13NO overall at a distorted geometry, from OMol25.

Each atom is followed by the atoms it is bonded to, with distances in Å.
Element x y z (Å)
1 C -0.685 2.172 -0.554  C2 1.533, H7 1.067, H8 1.035, H9 1.101
2 C -0.321 0.955 -1.411  C1 1.533, C3 1.468, H10 1.077, H11 1.214
3 C 0.334 -0.074 -0.594  C2 1.468, C4 1.579, C5 1.377
4 C 0.201 -1.587 -1.024  C3 1.579, H12 1.024, H13 1.147, H14 1.054
5 C 1.031 0.071 0.585  C3 1.377, N6 1.418, H15 1.106
6 N 1.739 -0.912 1.321  C5 1.418, H16 1.036, H17 1.070
7 H -1.726 2.354 -0.406  C1 1.067
8 H -0.275 2.207 0.396  C1 1.035
9 H -0.340 3.141 -0.947  C1 1.101
10 H -1.179 0.600 -1.956  C2 1.077
11 H 0.517 1.294 -2.222  C2 1.214
12 H 0.051 -2.352 -0.360  C4 1.024
13 H 1.269 -1.854 -1.345  C4 1.147
14 H -0.509 -1.728 -1.791  C4 1.054
15 H 1.324 1.071 0.956  C5 1.106
16 H 1.547 -1.815 0.850  N6 1.036
17 H 1.063 -0.927 2.150  N6 1.070
18 O -1.430 -1.155 1.977  H19 0.887, H20 0.932
19 H -2.055 -0.572 2.215  O18 0.887
20 H -0.557 -0.887 2.161  O18 0.932

E, eV: -8931.085
Highest occupied orbital energy, hartree: -0.303
SMILES: CC/C(C)=C/N.O
HOMO-LUMO gap, eV: 9.029
LUMO, Ha: 0.0289
ΔE to the lowest compared entry with this formula, charge and spin, kJ/mol: 282.3
Total charge: 0